No. 1
Here is 2 unconnected molecules or ions with the total composition C4H12 in a non-equilibrium geometry from the OMol25 dataset. Energies are from ωB97M-V/def2-TZVPD.

Structure (XYZ):
```
16
C4H12 ωB97M-V/def2-TZVPD
H -2.7889 -0.7031 2.2605
C -2.4101 -0.1090 1.4413
H -0.3876 -1.2087 1.3081
H -1.9691 0.7833 1.9981
H 1.3021 -0.8960 -1.6742
H 0.7128 1.2592 -0.4259
C 1.8512 0.0002 -1.7158
C 1.7283 0.7947 -0.5228
H 2.9521 -0.2719 -2.0475
H 1.6552 0.6027 -2.5672
H -0.7686 -0.2074 -0.0864
H 1.9705 1.8611 -0.4751
H -3.2048 0.3057 0.8904
H 2.0409 0.4110 0.4332
C -1.1978 -0.7386 0.7252
H -1.4864 -1.8830 0.4580
```

Summary:
HOMO energy ... -10.5131 eV
Energy relative to the best compared isomer or geometry (same formula, charge and spin) ... 42.89 kcal/mol


No. 2
Here is a molecular structure, C25H40N7O2SSe2Zr from the OMol25 dataset. Energies are from ωB97M-V/def2-TZVPD.

Structure (XYZ):
```
78
C25H40N7O2SSe2Zr ωB97M-V/def2-TZVPD
N -2.5016 1.0614 0.6845
C 1.3119 3.4262 -1.3893
H 4.6599 3.7054 -1.7489
C -1.7507 -1.7956 -2.2962
H -1.3432 -1.9990 3.9641
O -0.7356 3.2377 0.2563
H 0.5043 -4.4519 -0.0809
H -2.0708 -0.6430 4.8225
C -1.5666 1.3106 2.9623
H 3.8592 6.7449 -3.5861
H -3.5299 -0.4743 -2.1572
H 5.1117 5.7213 -3.0151
C -1.1021 -2.5981 -1.3367
N 0.2986 -0.0032 -2.5792
C -2.9106 -1.6245 -0.3494
H 2.6259 -3.6908 -1.1030
H -4.9755 -2.1994 3.3567
H -0.2429 -3.2229 -1.5156
S 0.1014 2.4904 -0.6396
C 2.6704 3.1144 -1.2778
C -1.8379 -1.0335 3.8262
C 0.9822 -0.6136 -3.5609
C 1.2422 0.0510 -4.7354
C 0.7453 1.3508 -4.8572
H -1.6215 -3.0599 0.7776
H -2.9426 -1.7983 2.1476
C 0.9006 4.5775 -2.0812
N -4.1027 -2.0180 3.8609
Se 0.8033 -3.9782 2.3329
H 3.0048 -4.9844 3.0090
C 3.2130 5.0918 -2.5594
O 0.7580 1.2889 0.0257
C -2.8368 -1.1510 -1.6793
C -0.8838 -0.0305 3.1793
N 0.0518 1.9499 -3.8952
H 2.9923 0.1402 -1.4931
H 3.1468 -3.1961 2.9506
C 2.5220 -4.0376 3.2367
C -0.1320 1.2432 -2.7999
H -0.1508 4.8235 -2.1599
H 3.3844 -3.5260 0.4770
N -0.2698 -0.5382 1.9133
H 1.8342 -5.3899 0.5551
C -1.8391 -2.5122 -0.1280
H -4.3489 -1.5302 4.7283
H -3.7026 -2.9231 4.1249
H 0.9065 1.9200 -5.7651
C 2.4390 -3.4432 -0.0573
H -2.1344 1.9914 0.4506
N -0.8651 1.7232 -1.7000
H 0.1101 -1.4783 2.0893
H -0.8822 2.0296 2.5078
N 4.1273 5.8958 -3.1190
H -4.1849 0.5619 3.6233
H 0.5707 0.0331 1.8133
C -3.7863 0.1366 2.6954
Zr -0.7693 -0.2548 -0.4791
H 2.3187 -3.9919 4.3035
H 3.2780 -1.4993 -2.1397
C 1.8330 5.3897 -2.6629
H 4.2561 -0.8928 -0.7796
C 3.6070 3.9313 -1.8530
H -1.4700 -1.6821 -3.3293
C -2.8388 1.2067 2.1347
H -3.3626 1.0071 0.1428
H -4.6453 -0.0055 2.0327
H 1.2927 -1.6364 -3.3872
Se 1.9804 -1.5282 0.0423
C 1.4058 -4.3874 0.5260
C -3.1235 -1.1952 3.0337
H 1.5186 6.2767 -3.1964
H 1.7941 -0.4140 -5.5387
H -0.0669 0.1137 3.8897
H -3.6905 -1.3561 0.3418
H 2.9849 2.2507 -0.7070
H -3.3780 2.1520 2.2263
H -1.8273 1.7196 3.9416
C 3.2758 -0.8798 -1.2475
```

Summary:
HOMO energy ... -14.9503 eV
Total charge ... +3
Energy relative to the best compared isomer or geometry (same formula, charge and spin) ... 0.00 kcal/mol


- Which of these has the lowest HOMO energy?
  C25H40N7O2SSe2Zr